The following is a DFT calculation (ωB97M-V/def2-TZVPD) of a cluster of 10 separate species, C45H69N13O5PS in total at a distorted geometry.

Results
HOMO (eV): -9.04
Gap between HOMO and LUMO (eV): 5.139
Multiplicity: 1
Charge: +1
LUMO level (Ha): -0.1434

Each line ends with the Löwdin charge.
Geometry (Å):
1 C 0.71972 -0.51179 3.57360  -0.25
2 P 1.56177 -0.60999 1.86539  1.02
3 O 3.30343 -0.34642 2.11456  -0.31
4 N 0.91933 0.67581 0.72812  -0.44
5 C 1.36975 1.94928 1.38549  -0.21
6 C 2.39304 2.93896 0.61505  -0.17
7 C 3.97115 2.43782 0.54130  -0.14
8 C 4.88777 3.82236 0.32643  -0.16
9 O 6.07764 3.53358 -0.53517  -0.14
10 C 5.73981 3.66426 -1.96156  -0.13
11 O 5.63810 2.56491 -2.75091  -0.04
12 C 1.56576 0.29419 -0.57789  -0.25
13 S 1.07048 1.25427 -2.09667  0.82
14 O 2.31157 2.06115 -2.64831  -0.42
15 O 0.64309 0.35327 -3.32092  -0.38
16 C -0.58313 0.73134 0.69367  -0.12
17 C -1.44327 -0.47530 0.09278  -0.55
18 N -1.67571 -0.47459 -1.42087  0.06
19 N -2.87232 -0.27511 0.66164  0.04
20 N -1.09918 -1.89019 0.46504  0.05
21 H 0.25043 -1.58951 3.78287  0.08
22 H 1.45044 -0.31788 4.48143  0.09
23 H -0.15871 0.25084 3.67055  0.06
24 H 3.40105 0.25212 2.93738  0.08
25 H 1.84660 1.76797 2.46698  0.13
26 H 0.40466 2.61270 1.62863  0.16
27 H 1.99900 3.37660 -0.42386  0.12
28 H 2.45401 3.91981 1.30064  0.14
29 H 4.36849 1.96114 1.53164  0.11
30 H 4.20767 1.79103 -0.43095  0.12
31 H 4.23144 4.66585 -0.15012  0.12
32 H 5.34032 4.12663 1.38001  0.15
33 H 5.56028 4.71028 -2.50546  0.16
34 H 2.75343 0.18000 -0.51566  0.16
35 H 1.20400 -0.82788 -0.78496  0.13
36 H 0.06055 2.23842 -1.85340  0.10
37 H -0.99464 0.95654 1.79271  0.15
38 H -0.86205 1.71830 0.08003  0.15
39 H -1.69667 0.49019 -1.81255  0.08
40 H -0.96290 -1.08832 -1.86777  0.08
41 H -3.11266 -1.06228 1.31360  0.09
42 H -3.55739 -0.23027 -0.14566  0.10
43 H -0.23818 -2.25473 0.00501  0.07
44 H -1.88979 -2.54929 0.25087  0.09
45 N -3.60202 -5.40524 -2.72381  0.01
46 C -3.05282 -4.36840 -2.01536  -0.16
47 C -3.24867 -3.21058 -2.73460  -0.12
48 C -3.94574 -3.56065 -3.91561  -0.11
49 C -4.15348 -4.92139 -3.88161  -0.13
50 H -3.60135 -6.37541 -2.43678  0.15
51 H -2.56957 -4.54299 -1.06342  0.08
52 H -2.92555 -2.22060 -2.43988  0.05
53 H -4.26268 -2.89201 -4.70552  0.10
54 H -4.64405 -5.58520 -4.58094  0.11
55 N -1.26814 -4.47495 4.58900  0.00
56 C -0.61287 -5.59052 5.04139  -0.14
57 C -0.71699 -5.61790 6.41420  -0.10
58 C -1.46651 -4.48197 6.80296  -0.11
59 C -1.79639 -3.79556 5.65581  -0.14
60 H -1.34994 -4.19702 3.61962  0.13
61 H -0.12853 -6.26669 4.34971  0.08
62 H -0.29936 -6.37493 7.06522  0.10
63 H -1.73709 -4.19585 7.81113  0.08
64 H -2.35919 -2.88357 5.50784  0.11
65 N -8.19244 1.08815 1.27589  0.00
66 C -7.85933 1.72618 2.44230  -0.13
67 C -6.53360 1.46436 2.70705  -0.12
68 C -6.04854 0.64439 1.66034  -0.13
69 C -7.09301 0.43015 0.78907  -0.14
70 H -9.10623 1.10153 0.84178  0.15
71 H -8.59261 2.30901 2.98343  0.11
72 H -5.97578 1.82595 3.56111  0.09
73 H -5.04516 0.25291 1.55329  0.05
74 H -7.14821 -0.13379 -0.13250  0.11
75 N 4.72840 7.53772 -2.94781  -0.01
76 C 5.81263 8.37225 -2.86691  -0.13
77 C 6.14653 8.76138 -4.14492  -0.13
78 C 5.22764 8.14448 -5.02715  -0.11
79 C 4.36143 7.39714 -4.26093  -0.13
80 H 4.27018 7.09557 -2.16157  0.13
81 H 6.25354 8.61585 -1.90959  0.11
82 H 6.96291 9.41950 -4.41275  0.10
83 H 5.20031 8.23608 -6.10527  0.10
84 H 3.51839 6.77796 -4.53708  0.10
85 N -0.00245 5.75926 -4.62854  -0.01
86 C -1.09505 6.57765 -4.50602  -0.15
87 C -1.18295 7.34390 -5.64678  -0.11
88 C -0.10895 6.97028 -6.48949  -0.10
89 C 0.60210 5.98799 -5.83722  -0.15
90 H 0.30853 5.09054 -3.93592  0.13
91 H -1.71386 6.54592 -3.61930  0.10
92 H -1.93963 8.09039 -5.85055  0.10
93 H 0.12066 7.37382 -7.46720  0.10
94 H 1.48492 5.43462 -6.12836  0.11
95 N -0.27942 -8.07083 2.34460  0.00
96 C 0.03632 -9.06420 1.45463  -0.12
97 C -0.35891 -8.65392 0.20097  -0.10
98 C -0.92768 -7.36523 0.33888  -0.11
99 C -0.86295 -7.02852 1.67244  -0.15
100 H -0.10784 -8.10162 3.34122  0.13
101 H 0.51247 -9.97620 1.78892  0.11
102 H -0.24833 -9.22097 -0.71421  0.08
103 H -1.33951 -6.74888 -0.44978  0.07
104 H -1.18251 -6.13938 2.19938  0.08
105 N 4.87694 11.82250 -4.65634  0.01
106 C 3.99726 12.67111 -4.03622  -0.14
107 C 4.30883 13.95797 -4.41452  -0.12
108 C 5.41154 13.88230 -5.29856  -0.12
109 C 5.73986 12.55180 -5.43236  -0.14
110 H 4.88719 10.81564 -4.55757  0.10
111 H 3.22796 12.28779 -3.37937  0.10
112 H 3.79643 14.85428 -4.08987  0.09
113 H 5.91184 14.70928 -5.78570  0.09
114 H 6.51243 12.06299 -6.01078  0.10
115 N -3.27393 -4.60247 10.36120  -0.01
116 C -3.83535 -5.61720 9.63067  -0.15
117 C -5.04308 -5.93970 10.20823  -0.11
118 C -5.21894 -5.08536 11.32286  -0.11
119 C -4.11302 -4.26801 11.39211  -0.14
120 H -2.38073 -4.16782 10.16912  0.14
121 H -3.32803 -6.02291 8.76565  0.10
122 H -5.72445 -6.70655 9.86324  0.09
123 H -6.06189 -5.06777 12.00155  0.09
124 H -3.85142 -3.48002 12.08565  0.11
125 N 0.35433 -11.53446 -2.68607  0.00
126 C 1.43856 -10.69993 -2.60517  -0.16
127 C 1.77246 -10.31081 -3.88318  -0.11
128 C 0.85358 -10.92771 -4.76541  -0.11
129 C -0.01264 -11.67504 -3.99919  -0.14
130 H -0.10388 -11.97661 -1.89983  0.15
131 H 1.87948 -10.45634 -1.64785  0.10
132 H 2.58884 -9.65269 -4.15101  0.09
133 H 0.82624 -10.83610 -5.84353  0.09
134 H -0.85568 -12.29422 -4.27534  0.11

---

The following is a DFT calculation (ωB97M-V/def2-TZVPD) of a cluster of 13 separate species, C45H70Cl26N2O3S in total at a distorted geometry.

Results
HOMO (eV): -7.21
Gap between HOMO and LUMO (eV): 7.575
Multiplicity: 1
Charge: 0
LUMO level (Ha): 0.0133

Each line ends with the Löwdin charge.
Geometry (Å):
1 C 3.80738 -6.90148 1.66825  -0.09
2 C 3.79425 -6.23270 0.29569  -0.28
3 C 2.39962 -5.94856 -0.20827  -0.22
4 C 1.59049 -5.00527 0.66577  -0.19
5 C 2.26002 -3.66182 0.94982  -0.16
6 C 1.77321 -2.52450 0.03743  -0.14
7 C 0.50190 -1.92608 0.55645  -0.21
8 C 0.55904 -1.12125 1.62363  -0.14
9 C 1.83096 -0.79503 2.32455  -0.12
10 C 2.27095 0.65168 2.10647  -0.16
11 C 2.71654 0.80742 0.65359  -0.16
12 C 4.18163 0.49246 0.56368  -0.21
13 N 4.58411 0.28689 -0.83184  -0.11
14 C 5.89209 -0.39760 -0.90089  -0.05
15 C 4.67016 1.54453 -1.52470  -0.47
16 C 5.66807 2.57788 -1.04797  -0.01
17 O 3.95559 1.75546 -2.48642  0.10
18 C -0.59571 -0.60364 2.05365  -0.15
19 C -0.67609 0.28706 3.26137  -0.11
20 O -0.73376 1.66874 2.88872  -0.13
21 C -1.91902 2.26947 3.30634  -0.20
22 C -2.10243 3.64086 2.69445  -0.18
23 O -0.88909 4.31951 2.45399  -0.15
24 C -0.42513 4.22641 1.11825  -0.25
25 C -1.11184 5.23637 0.21623  -0.07
26 C -1.73406 -0.87529 1.47552  -0.01
27 C -1.80624 -1.66710 0.43039  -0.23
28 C -0.66451 -2.18578 -0.00525  -0.36
29 S -0.67522 -3.28313 -1.37119  1.14
30 C -2.16054 -2.84387 -2.16903  -0.45
31 C -2.25715 -3.14809 -3.43038  -0.14
32 C -3.33847 -2.91935 -4.10618  -0.08
33 C -4.34081 -2.34237 -3.47583  -0.10
34 C -4.27119 -2.01929 -2.21227  -0.27
35 C -5.49782 -1.42890 -1.68820  -0.70
36 Cl -5.94001 0.12161 -2.29170  0.74
37 C -6.29064 -2.03818 -0.83025  -0.80
38 C -7.55137 -1.51764 -0.29722  -0.22
39 Cl -5.88751 -3.60761 -0.26862  0.76
40 C -3.15468 -2.25846 -1.49653  -0.21
41 N -3.10037 -1.94358 -0.10968  0.13
42 H 4.53412 -7.69404 1.65927  0.06
43 H 4.04103 -6.22621 2.47141  0.07
44 H 2.85311 -7.38090 1.80890  0.07
45 H 4.25499 -6.91509 -0.39994  0.09
46 H 4.41105 -5.35086 0.27031  0.08
47 H 2.43824 -5.54002 -1.20108  0.05
48 H 1.87711 -6.89254 -0.22175  0.11
49 H 0.68182 -4.79810 0.12836  0.05
50 H 1.28851 -5.46438 1.58973  0.11
51 H 3.33189 -3.73129 0.89124  0.10
52 H 2.04501 -3.42002 1.97530  0.10
53 H 2.52453 -1.75965 0.08876  0.09
54 H 1.67525 -2.91670 -0.95745  0.05
55 H 1.66215 -0.93903 3.38119  0.11
56 H 2.63892 -1.45427 2.09263  0.09
57 H 3.11508 0.81764 2.75500  0.10
58 H 1.47260 1.32593 2.35211  0.08
59 H 2.52741 1.80548 0.28605  0.12
60 H 2.13311 0.12966 0.05516  0.10
61 H 4.76769 1.24918 1.08200  0.11
62 H 4.35141 -0.43575 1.08354  0.12
63 H 6.58622 0.14243 -1.52162  0.08
64 H 6.31495 -0.52090 0.08524  0.07
65 H 5.77451 -1.37283 -1.34113  0.08
66 H 6.14977 2.22048 -0.15508  -0.01
67 H 5.11483 3.47720 -0.86035  0.09
68 H 6.41613 2.71817 -1.80816  0.09
69 H -1.62016 0.04362 3.72517  0.12
70 H 0.14482 0.12862 3.93354  0.10
71 H -2.78629 1.67297 3.05322  0.10
72 H -1.87078 2.40936 4.38367  0.12
73 H -2.64672 3.59121 1.76410  0.08
74 H -2.67939 4.26745 3.35257  0.13
75 H 0.63388 4.41432 1.12554  0.11
76 H -0.63505 3.24390 0.72911  0.11
77 H -2.02724 4.83022 -0.18104  0.06
78 H -1.28031 6.18614 0.69726  0.03
79 H -0.46548 5.39132 -0.63345  0.07
80 H -2.62323 -0.45032 1.87309  0.08
81 H -1.42635 -3.61066 -3.92615  0.12
82 H -3.44008 -3.19291 -5.13181  0.12
83 H -5.23741 -2.15319 -4.01900  0.10
84 H -7.80600 -0.58075 -0.73724  0.01
85 H -8.33896 -2.23535 -0.40738  0.04
86 H -7.43155 -1.35835 0.76384  0.06
87 H -3.64043 -1.08651 0.03101  0.01
88 C -2.83777 9.25741 1.66264  -1.01
89 Cl -1.22445 9.43299 0.96882  0.50
90 Cl -3.59830 7.70386 1.27631  0.52
91 H -2.76216 9.33878 2.73963  0.02
92 H -3.46227 10.05015 1.27083  0.02
93 C -10.85526 -1.05755 1.84437  -0.99
94 Cl -10.05847 0.05272 0.71038  0.56
95 Cl -10.29105 -2.72307 1.69740  0.54
96 H -10.65663 -0.71571 2.85193  0.02
97 H -11.91884 -1.03893 1.64528  0.02
98 C 1.83813 11.29633 -1.27928  -1.02
99 Cl 1.46205 9.60647 -0.93630  0.47
100 Cl 0.66551 12.40516 -0.55264  0.50
101 H 2.81864 11.51989 -0.87880  0.02
102 H 1.83007 11.43965 -2.35228  0.03
103 C -8.00443 -4.45147 -4.92353  -1.00
104 Cl -6.54812 -4.42883 -5.93353  0.52
105 Cl -7.69078 -3.78401 -3.31932  0.58
106 H -8.77197 -3.85869 -5.40480  0.03
107 H -8.33630 -5.47621 -4.81697  -0.03
108 C -5.56076 1.98533 1.41234  -0.95
109 Cl -5.19090 3.34994 0.35647  0.54
110 Cl -4.80727 0.48504 0.84108  0.67
111 H -5.19758 2.19955 2.41031  0.02
112 H -6.63429 1.84042 1.42376  0.03
113 C 1.01059 3.46117 4.91012  -1.01
114 Cl 1.97115 2.07153 5.44652  0.55
115 Cl 1.48348 4.93676 5.76162  0.53
116 H 1.16131 3.60353 3.84656  0.02
117 H -0.03165 3.25959 5.11282  0.01
118 C 8.82692 3.30097 1.84314  -1.01
119 Cl 7.93365 1.78327 1.67281  0.54
120 Cl 8.27606 4.23469 3.23589  0.51
121 H 9.87658 3.07015 1.97120  0.02
122 H 8.67729 3.89127 0.94767  0.02
123 C 3.63328 7.36446 -3.75146  -1.01
124 Cl 4.58896 8.64906 -2.98845  0.49
125 Cl 2.18687 6.97702 -2.81980  0.49
126 H 3.33120 7.69939 -4.73576  0.02
127 H 4.24485 6.47534 -3.82437  0.02
128 C -6.54769 -8.52666 -5.75017  -1.02
129 Cl -8.24501 -8.18223 -5.38018  0.52
130 Cl -5.75794 -9.41419 -4.44546  0.51
131 H -6.50741 -9.12303 -6.65251  0.02
132 H -6.03076 -7.58607 -5.89613  0.00
133 C 3.17015 3.20818 9.18042  -1.03
134 Cl 2.08917 4.23389 10.13288  0.49
135 Cl 3.22340 1.55442 9.80834  0.49
136 H 2.81319 3.18166 8.15778  -0.03
137 H 4.16799 3.62567 9.21947  0.02
138 C 3.91443 -4.24970 -4.21575  -1.04
139 Cl 2.25060 -4.11649 -3.63120  0.55
140 Cl 4.91766 -5.22424 -3.12981  0.51
141 H 3.90341 -4.71506 -5.19104  -0.04
142 H 4.33889 -3.25585 -4.27869  0.02
143 C 6.46552 -6.07829 -6.78585  -1.00
144 Cl 6.69094 -4.48453 -6.05537  0.53
145 Cl 4.79438 -6.34122 -7.30221  0.53
146 H 7.11055 -6.15579 -7.65146  0.02
147 H 6.72414 -6.83234 -6.05313  0.03

---

> What is the gap between HOMO and LUMO in the second record?

7.575 eV

---

> Among the records above, which one has the lowest gap between HOMO and LUMO?

C45H69N13O5PS

---

> The lowest charge belongs to which entry?

C45H70Cl26N2O3S

---

> Look up the charge of the first one.

+1